(1)
Entry from the OMol25 dataset: 7 unconnected molecules or ions with the total composition C31H45BClO15 (wB97M-V/def2-TZVPD).

Its net charge is -1. The HOMO energy is -0.16736 Ha. The calculation puts the LUMO energy at 1.78 eV.

Cartesian coordinates (Å):
O: 1.2117 6.5910 -3.0860
C: -0.4317 -0.3218 1.5959
C: -0.0051 0.5718 0.3608
H: -3.9382 -7.5038 4.5400
C: -1.8051 1.8511 -4.5246
H: 6.3466 0.6243 7.5078
C: -1.1951 -6.8432 2.5429
H: 0.7390 7.2430 -6.1896
C: 6.9206 -0.0963 5.5580
O: 0.2709 -1.5234 1.8141
H: 4.9503 5.4031 -3.2483
C: -2.3484 3.7864 -3.3169
C: 4.6870 -0.1142 6.3155
C: -2.7022 3.0628 -4.5947
C: -0.4118 -5.9179 0.6162
C: 0.9450 6.7269 -8.2914
O: -1.6964 -6.9235 3.6318
H: -1.7780 -8.3615 1.1619
C: -6.6198 -5.6095 4.5897
C: -1.7616 2.6694 0.3171
H: 5.8987 1.6856 6.1344
C: 3.4496 3.9016 -2.7495
H: 1.1022 -7.3927 1.0048
C: 2.1512 5.8561 -2.9648
H: -0.4748 1.6581 2.7204
C: -5.8306 -7.4627 3.5121
H: -6.6125 -4.7535 3.9100
H: -1.9623 -0.9865 -0.0236
H: -1.3856 0.3134 3.4735
C: -5.2503 -5.8944 5.1716
H: -2.9278 3.4177 -2.4654
C: -1.8618 -0.9468 1.0901
H: 0.5941 0.1875 4.9443
H: 2.0913 6.1215 -6.5413
H: -1.4879 1.5208 -5.5119
H: 0.0949 7.3948 -8.4524
H: 0.0478 5.4331 -9.7923
H: 4.0163 3.1423 -3.2882
C: -1.0227 1.7114 0.1083
H: -7.3678 -5.4382 5.3640
B: -0.7369 -2.4461 2.3584
H: -4.1263 -6.1952 3.3341
H: 0.9917 1.0373 0.5505
H: 1.3712 3.8872 -3.3667
O: -1.9405 -2.3030 1.4755
H: 4.2626 -1.5760 4.7663
H: -5.3532 -6.4568 6.1039
O: -0.8902 -5.6717 1.9433
H: 1.8287 7.1994 -8.7204
C: 1.0742 6.4143 -6.8095
O: -0.2565 4.7844 -5.6253
H: 4.6626 -0.9493 7.0210
H: 3.7942 0.4889 6.4790
H: -0.3718 -8.8048 2.1813
H: -2.4303 3.6746 -5.4559
H: -1.1498 -2.0084 3.4226
O: 1.9134 0.2840 3.4136
C: 0.6472 5.3638 -8.8850
C: -0.6426 2.3709 -3.7273
H: 2.4976 4.5336 -4.6019
H: 1.5568 4.7982 -9.1048
C: -0.4538 0.5502 2.9033
H: -0.4281 -3.5863 2.5443
C: 4.2588 5.1451 -2.4404
C: 2.2768 4.4629 -3.5344
O: -6.9644 -6.7853 3.8405
H: 4.8219 5.0488 -1.5123
H: -3.7615 2.8164 -4.6801
H: 4.4448 0.0800 4.1608
O: -0.0919 4.6647 -7.8734
H: -4.6774 -4.9924 5.3855
C: 0.1632 5.2202 -6.6567
H: -1.2365 -5.7644 -0.0848
C: 5.9873 0.6540 6.4810
C: -0.8600 -8.0021 1.6317
C: 0.0765 -7.3531 0.6284
O: 8.1188 -0.0183 5.5500
H: 0.0108 -0.0884 -0.5369
O: 6.2100 -0.8562 4.6911
H: -2.2742 1.0312 -3.9763
O: -5.8206 -8.4397 2.8153
H: -2.4937 3.4050 0.6805
O: -0.9795 3.5025 -3.0781
C: -4.6236 -6.7801 4.1086
C: 0.7824 0.3031 3.8321
H: 3.0875 3.4545 -1.8207
C: 4.8008 -0.6392 4.9002
H: -2.4885 4.8636 -3.4070
O: 3.2952 6.2004 -2.3098
H: 0.0624 -7.8222 -0.3561
H: 0.3858 -5.2146 0.3806
Cl: -3.4061 -0.1068 1.6743
O: 0.4348 1.8374 -3.6382

Cartesian forces, eV/Å:
0.41 0.24 0.27
-1.41 -0.10 -0.55
-0.25 0.28 -0.46
0.12 0.02 -0.39
-0.27 0.18 -0.37
0.23 0.23 -0.14
-0.32 0.05 0.13
0.16 -0.24 0.29
0.38 0.30 -0.11
0.46 1.34 -1.12
-0.03 0.03 0.00
-0.78 0.53 0.20
-0.25 0.11 0.31
-0.58 0.04 -0.51
0.16 0.25 -0.32
0.19 0.34 -0.08
0.26 0.21 -0.07
-0.02 -0.04 0.14
-0.05 0.31 0.18
0.63 -1.34 0.01
0.12 0.00 0.05
0.05 -0.37 -0.07
-0.05 0.03 -0.04
-0.50 -0.01 -0.53
0.04 -0.91 -0.14
0.49 -0.17 -0.39
0.02 -0.05 0.00
0.14 0.87 0.82
0.82 0.21 -0.35
0.29 0.20 0.24
0.04 0.02 0.02
-0.33 -2.19 0.03
-0.08 0.04 -0.77
-0.06 0.02 0.13
0.14 -0.23 0.19
0.05 -0.04 -0.02
-0.07 -0.20 0.11
0.02 0.06 0.05
0.01 0.69 1.65
-0.13 -0.12 -0.18
-0.85 -0.33 1.27
0.09 -0.13 0.03
-0.67 -0.41 -0.32
0.01 0.23 -0.28
0.73 1.94 -0.89
0.18 0.02 -0.18
-0.03 0.05 -0.03
-0.22 -0.87 0.22
-0.04 -0.08 -0.04
-0.20 0.35 -0.47
-0.21 -0.22 -0.50
-0.02 0.03 -0.04
0.00 -0.06 -0.12
-0.33 -0.05 0.10
0.01 -0.03 0.09
0.20 0.23 0.81
-0.10 0.14 0.36
0.07 0.04 -0.32
0.57 -0.78 0.14
-0.14 0.01 -0.01
-0.02 0.00 0.03
-0.40 -0.13 1.02
0.55 0.12 -0.43
0.27 -0.18 0.10
0.21 -0.20 0.52
0.00 -0.26 -0.07
-0.06 0.24 -0.01
0.02 0.06 0.16
-0.02 -0.08 0.02
-0.09 0.05 0.16
-0.07 -0.01 -0.06
0.24 -0.05 0.65
0.00 0.02 0.05
-0.40 -0.35 0.20
0.50 -0.02 -0.20
0.18 -0.29 -0.23
-0.15 -0.29 -0.17
0.35 0.50 0.61
0.35 0.10 0.32
0.15 -0.07 -0.02
-0.47 0.12 0.15
0.83 -0.74 -0.77
0.57 -0.41 -0.09
-0.36 0.08 0.51
-0.74 0.03 -0.80
0.02 0.00 -0.07
-0.48 -0.02 -0.20
0.22 -0.02 0.14
-0.18 0.11 0.02
-0.02 0.09 0.01
-0.19 0.17 0.20
0.27 0.19 0.04
-0.15 0.54 0.15



(2)
Entry from the OMol25 dataset: C5H9N3O in the gas phase (wB97M-V/def2-TZVPD).

The HOMO energy is -0.32787 Ha. The calculation puts the LUMO energy at 0.87 eV. The SMILES is C[C@@]12N[C@H]1CNNC2=O. For the relative energy (zero: lowest compared OMol25 entry of this formula, charge and spin), the calculation gives 93.2 kcal per mole.

Cartesian coordinates (Å):
H: 0.3599 0.4323 1.9955
C: -0.5790 0.7366 1.5189
N: -1.8746 0.5240 -0.6071
H: -0.4971 -0.4225 -1.8084
N: 0.9785 -1.4010 0.1325
C: -0.4718 0.3597 -1.0480
C: 0.9584 0.8470 -0.9292
H: 1.6464 -0.8881 -1.6783
H: -2.1184 1.4321 -0.2539
N: 1.6538 -0.4723 -0.7367
H: 1.5570 -2.2140 0.3619
C: -0.3990 -1.5020 0.4079
H: -0.5368 1.8072 1.2845
O: -0.9051 -2.5385 0.7975
H: 1.1376 1.5346 -0.1104
C: -0.8995 -0.0917 0.2917
H: 1.3832 1.2456 -1.8520
H: -1.3935 0.6111 2.2337

Cartesian forces, eV/Å:
-0.20 0.10 -0.08
0.11 0.06 0.13
0.30 -0.53 -0.24
0.02 0.04 0.06
-0.01 -0.49 0.19
-0.09 0.18 -0.18
-0.10 -0.43 -0.34
0.03 0.01 0.51
-0.03 0.41 0.22
0.03 0.33 -0.36
-0.45 0.55 -0.20
0.06 -0.93 0.28
0.10 -0.18 -0.05
0.34 0.93 -0.28
0.10 -0.04 0.07
-0.29 -0.02 0.06
0.01 0.10 0.11
0.05 -0.10 0.09



The evaluated gap between HOMO and LUMO for the records listed, in turn: 6.33, 9.79 eV.